[1]
A cluster of 5 separate species, C40H87N6O6 in total, computed with the ωB97M-V functional and the def2-TZVPD basis.

Element x y z (Å)
1 C -4.072 -1.912 0.114
2 C -3.331 -0.464 0.311
3 C -1.738 -0.433 -0.064
4 C -0.954 -1.864 0.073
5 C -0.760 -2.460 -1.442
6 C 0.781 -2.472 -1.997
7 C 1.652 -1.122 -1.675
8 C 2.226 -0.331 -2.992
9 C 1.752 1.260 -2.835
10 C 2.528 2.281 -3.856
11 C 1.809 3.765 -3.694
12 C 2.878 4.943 -3.186
13 C 3.256 4.682 -1.611
14 C 4.673 3.896 -1.362
15 C 5.545 4.428 -0.077
16 C 4.680 4.659 1.297
17 C 5.033 6.036 2.117
18 C 4.873 7.419 1.221
19 C 3.282 7.778 0.958
20 C 2.058 7.444 1.999
21 C 0.511 7.799 1.639
22 N 0.207 8.455 0.346
23 N 1.232 8.709 -0.500
24 C 0.776 9.350 -1.835
25 C -0.474 8.364 -2.350
26 O -1.646 8.824 -2.797
27 O -0.340 6.871 -2.278
28 C 2.714 8.511 -0.435
29 H -5.257 -1.803 0.212
30 H -3.759 -2.575 1.057
31 H -3.738 -2.507 -0.836
32 H -3.866 0.287 -0.447
33 H -3.460 0.021 1.374
34 H -1.202 0.401 0.599
35 H -1.593 -0.065 -1.185
36 H -1.466 -2.654 0.768
37 H 0.096 -1.619 0.585
38 H -1.470 -1.962 -2.253
39 H -1.107 -3.601 -1.397
40 H 0.705 -2.542 -3.186
41 H 1.289 -3.480 -1.660
42 H 1.119 -0.333 -0.995
43 H 2.610 -1.483 -1.063
44 H 1.836 -0.774 -4.002
45 H 3.417 -0.366 -2.952
46 H 1.953 1.581 -1.703
47 H 0.579 1.245 -2.951
48 H 3.646 2.396 -3.508
49 H 2.447 1.848 -4.955
50 H 1.261 4.117 -4.682
51 H 0.969 3.715 -2.858
52 H 2.318 5.990 -3.226
53 H 3.860 4.975 -3.822
54 H 2.354 4.053 -1.147
55 H 3.254 5.719 -1.057
56 H 5.357 4.029 -2.317
57 H 4.460 2.730 -1.276
58 H 6.348 3.574 0.151
59 H 6.182 5.364 -0.418
60 H 3.517 4.612 1.166
61 H 4.961 3.754 2.021
62 H 4.301 6.104 3.050
63 H 6.126 5.947 2.526
64 H 5.457 7.333 0.204
65 H 5.332 8.296 1.851
66 H 2.280 6.938 3.046
67 H -0.398 7.542 2.370
68 H 0.418 10.466 -1.677
69 H 1.600 9.295 -2.663
70 H -1.251 6.476 -2.037
71 H 3.459 8.838 -1.308
72 C -9.253 -2.492 3.920
73 C -8.002 -3.352 4.081
74 C -6.764 -2.558 4.560
75 O -6.141 -1.770 3.540
76 C -6.758 -0.512 3.313
77 N -7.738 -4.052 2.816
78 H -9.226 -1.872 3.020
79 H -10.144 -3.126 3.843
80 H -9.390 -1.833 4.784
81 H -8.225 -4.104 4.848
82 H -6.003 -3.281 4.878
83 H -6.993 -1.944 5.439
84 H -7.161 -0.077 4.232
85 H -7.542 -0.612 2.560
86 H -6.002 0.169 2.911
87 H -6.959 -4.697 2.956
88 H -7.362 -3.361 2.160
89 C 6.891 -4.353 -1.126
90 C 5.441 -3.974 -0.840
91 C 4.483 -4.265 -2.018
92 O 4.563 -3.318 -3.088
93 C 5.624 -3.553 -4.001
94 N 5.387 -2.561 -0.437
95 H 7.392 -3.641 -1.788
96 H 7.469 -4.379 -0.194
97 H 6.955 -5.346 -1.583
98 H 5.110 -4.585 0.009
99 H 3.454 -4.197 -1.641
100 H 4.606 -5.288 -2.395
101 H 5.822 -4.619 -4.140
102 H 6.526 -3.037 -3.664
103 H 5.342 -3.124 -4.967
104 H 4.431 -2.339 -0.155
105 H 5.525 -1.999 -1.282
106 C -0.423 -0.837 6.469
107 C 0.146 0.026 5.345
108 C -0.938 0.748 4.512
109 O -1.619 -0.094 3.577
110 C -2.676 -0.857 4.138
111 N 1.012 -0.807 4.497
112 H -0.855 -1.773 6.106
113 H 0.368 -1.107 7.180
114 H -1.197 -0.296 7.025
115 H 0.767 0.798 5.815
116 H -0.441 1.517 3.907
117 H -1.654 1.276 5.153
118 H -3.196 -0.320 4.937
119 H -2.293 -1.812 4.504
120 H -3.396 -1.075 3.344
121 H 1.465 -0.207 3.805
122 H 0.401 -1.404 3.933
123 C -4.343 -7.974 -3.273
124 C -4.132 -6.908 -2.201
125 C -3.400 -5.648 -2.718
126 O -1.989 -5.816 -2.889
127 C -1.616 -6.434 -4.111
128 N -3.426 -7.512 -1.061
129 H -3.429 -8.526 -3.506
130 H -5.083 -8.711 -2.936
131 H -4.719 -7.528 -4.200
132 H -5.125 -6.593 -1.859
133 H -3.513 -4.859 -1.964
134 H -3.859 -5.264 -3.637
135 H -2.282 -6.160 -4.934
136 H -1.588 -7.519 -3.987
137 H -0.603 -6.106 -4.361
138 H -3.371 -6.823 -0.309
139 H -2.449 -7.639 -1.342

As for the molar mass: 748.17 g/mol. Its multiplicity is 1. For the gap between HOMO and LUMO, the calculation gives 5.0 eV. The LUMO energy is -5.25 eV. Its net charge is +1. For the HOMO energy, the calculation gives -0.3757 Eh. For the energy, the calculation gives -64092.377 eV.

Atomic partial charges in e from the Löwdin method, atoms 1 to 2: -0.1357 -0.2517

[2]
A structure of composition C40H88F6MnN8O8P, computed with the ωB97M-V functional and the def2-TZVPD basis.

Element x y z (Å)
1 Mn -5.069 -1.593 1.409
2 P -0.373 -0.764 -1.408
3 F -1.163 -1.030 -2.818
4 F -0.792 0.813 -1.484
5 F -1.852 -0.987 -0.661
6 F 0.242 -0.601 0.069
7 F -0.033 -2.290 -1.263
8 F 0.975 -0.451 -2.224
9 C 1.997 -6.827 -5.333
10 C 1.926 -5.318 -5.159
11 C 3.211 -4.752 -4.502
12 C 4.556 -5.144 -4.957
13 N 5.567 -5.504 -5.335
14 H 1.113 -7.234 -5.824
15 H 1.961 -7.402 -4.408
16 H 2.794 -7.177 -5.989
17 H 1.036 -5.049 -4.591
18 H 1.792 -4.892 -6.153
19 H 3.275 -5.081 -3.466
20 H 3.195 -3.662 -4.493
21 C -1.867 2.604 -8.188
22 C -0.828 3.615 -7.556
23 C -1.356 4.202 -6.203
24 C -2.751 4.737 -6.328
25 N -3.859 5.086 -6.406
26 H -1.307 1.814 -8.687
27 H -2.499 3.137 -8.899
28 H -2.490 2.151 -7.417
29 H -0.635 4.462 -8.213
30 H 0.148 3.142 -7.437
31 H -0.640 4.909 -5.785
32 H -1.371 3.419 -5.445
33 C -1.767 8.039 -0.505
34 C -1.263 7.141 0.641
35 C -1.850 7.541 1.968
36 C -1.528 8.911 2.369
37 N -1.306 9.989 2.763
38 H -1.502 9.092 -0.419
39 H -2.852 8.096 -0.591
40 H -1.357 7.673 -1.447
41 H -0.181 7.274 0.663
42 H -1.508 6.098 0.439
43 H -1.485 6.888 2.760
44 H -2.939 7.524 1.928
45 C 4.691 5.573 -1.534
46 C 4.129 4.151 -1.538
47 C 4.439 3.487 -0.257
48 C 3.751 4.043 0.933
49 N 3.212 4.484 1.887
50 H 4.200 6.231 -0.817
51 H 4.476 6.049 -2.491
52 H 5.736 5.717 -1.262
53 H 4.532 3.627 -2.404
54 H 3.052 4.120 -1.708
55 H 5.502 3.409 -0.024
56 H 4.143 2.439 -0.206
57 C 13.069 1.541 -3.541
58 O 11.972 1.598 -2.611
59 C 11.065 0.464 -2.721
60 C 10.349 0.540 -4.069
61 N 9.303 1.595 -3.994
62 C 8.622 1.907 -5.335
63 C 7.603 0.767 -5.653
64 O 6.747 1.188 -6.660
65 C 5.705 0.246 -6.962
66 H 13.805 2.321 -3.345
67 H 12.860 1.797 -4.580
68 H 13.663 0.640 -3.387
69 H 10.343 0.474 -1.904
70 H 11.698 -0.412 -2.585
71 H 9.750 -0.357 -4.228
72 H 11.029 0.728 -4.899
73 H 9.596 2.383 -3.433
74 H 9.353 2.115 -6.116
75 H 8.066 2.840 -5.242
76 H 7.150 0.498 -4.699
77 H 8.088 -0.083 -6.133
78 H 6.138 -0.726 -7.199
79 H 5.023 0.495 -7.775
80 H 5.001 0.141 -6.136
81 C -5.204 0.126 -1.755
82 O -5.569 -1.118 -1.081
83 C -6.253 -1.989 -1.988
84 C -6.872 -3.169 -1.257
85 N -5.947 -3.608 -0.185
86 C -4.742 -4.284 -0.639
87 C -3.944 -4.725 0.556
88 O -3.600 -3.602 1.360
89 C -2.396 -3.620 2.170
90 H -4.637 0.800 -1.113
91 H -6.108 0.661 -2.046
92 H -4.696 -0.086 -2.696
93 H -5.553 -2.383 -2.724
94 H -7.027 -1.481 -2.563
95 H -7.041 -3.988 -1.957
96 H -7.861 -2.947 -0.857
97 H -6.485 -4.389 0.163
98 H -4.119 -3.684 -1.302
99 H -5.055 -5.184 -1.168
100 H -3.051 -5.243 0.207
101 H -4.404 -5.515 1.149
102 H -2.495 -4.228 3.070
103 H -2.189 -2.588 2.451
104 H -1.475 -3.987 1.718
105 C -7.668 1.859 2.369
106 O -7.359 0.464 2.601
107 C -8.267 -0.021 3.646
108 C -7.982 -1.497 3.920
109 N -6.546 -1.845 4.011
110 C -5.866 -1.164 5.148
111 C -5.256 0.150 4.897
112 O -4.727 0.247 3.583
113 C -4.310 1.569 3.254
114 H -7.560 2.448 3.279
115 H -8.702 1.946 2.036
116 H -7.022 2.448 1.718
117 H -9.310 0.140 3.372
118 H -8.121 0.463 4.611
119 H -8.380 -2.119 3.119
120 H -8.598 -1.836 4.753
121 H -6.510 -2.814 4.295
122 H -5.070 -1.865 5.398
123 H -6.460 -1.080 6.058
124 H -4.479 0.269 5.652
125 H -5.997 0.896 5.186
126 H -4.040 1.527 2.199
127 H -3.393 1.687 3.832
128 H -5.003 2.379 3.483
129 C -0.248 -6.308 9.123
130 O -0.088 -4.891 8.994
131 C -1.307 -4.087 9.049
132 C -0.958 -2.594 9.045
133 N -0.346 -2.279 7.739
134 C 0.479 -1.073 7.809
135 C 1.352 -1.056 6.545
136 O 1.922 -2.367 6.307
137 C 2.830 -2.384 5.203
138 H 0.684 -6.784 9.427
139 H -0.702 -6.643 8.191
140 H -1.053 -6.457 9.843
141 H -1.863 -4.292 9.964
142 H -1.957 -4.390 8.228
143 H -0.243 -2.387 9.842
144 H -1.880 -2.017 9.122
145 H 0.226 -3.008 7.337
146 H 1.230 -1.190 8.591
147 H -0.062 -0.131 7.905
148 H 2.117 -0.281 6.584
149 H 0.806 -0.836 5.628
150 H 3.683 -1.749 5.441
151 H 2.371 -2.021 4.284
152 H 3.132 -3.424 5.077

As for the molar mass: 1009.09 g/mol. Its multiplicity is 6. For the gap between HOMO and LUMO (spin up / spin down), the calculation gives 4.2 / 4.0 eV. The LUMO energy (spin up / spin down) is -5.13 / -5.40 eV. Its net charge is +1. For the HOMO energy (spin up / spin down), the calculation gives -0.3444 / -0.3444 Eh. For the energy, the calculation gives -128111.711 eV. As for the expectation value of S²: 8.75.

Atomic partial charges in e from the Löwdin method, atoms 1 to 2: 1.3662 0.1283

Values of max |F|, in order: 0.173, 0.073, all in Eh/bohr.